Record 1
DFT (ωB97M-V with the def2-TZVPD basis set) results for C4H6 in the gas phase.

Geometry (Å):
C1 -1.00089 0.85377 -0.02469
C2 -0.30262 -0.41775 0.51775
C3 1.13726 -0.45446 0.27050
C4 2.13778 -0.66584 -0.36576
H1 -1.53543 0.65216 -0.96314
H2 -0.27063 1.64383 -0.23951
H3 -1.72666 1.27337 0.69078
H4 -0.64509 -0.67336 1.52117
H5 -0.46894 -1.33592 -0.06075
H6 2.77808 -1.09084 -1.10383

Forces on the atoms, in the same order (eV/Å):
-0.16 0.10 -0.12
-0.05 -0.31 -0.08
0.55 0.09 -0.41
-0.42 -0.20 0.07
0.15 0.00 0.28
-0.13 -0.26 0.10
0.27 -0.31 -0.22
0.43 0.26 0.14
-1.15 0.30 -0.06
0.50 0.32 0.30

Output
**Frontier orbital gap**: 10.8 eV
**HOMO energy**: -9.72 eV


Record 2
DFT (ωB97M-V with the def2-TZVPD basis set) results for C4H6 as an isolated structure.

Geometry (Å):
C1 -0.56359 0.35197 -0.80009
C2 0.71710 0.25945 -1.08642
C3 -0.76421 -0.06063 0.57817
C4 0.71268 -0.38653 0.80111
H1 -1.32371 0.67291 -1.43389
H2 1.35074 0.46234 -1.93306
H3 -1.10288 0.74412 1.18157
H4 -1.34290 -0.96183 0.54299
H5 0.90975 -1.38151 1.05922
H6 1.40700 0.29972 1.09041

Forces on the atoms, in the same order (eV/Å):
2.61 0.39 -1.23
-1.05 2.27 -4.92
2.55 -0.81 0.77
-3.92 -2.95 5.06
-1.27 0.33 -1.27
0.17 0.06 -0.33
-0.74 0.44 0.74
-0.63 -0.35 0.73
0.51 -1.39 0.23
1.78 2.02 0.22

Output
**Frontier orbital gap (alpha / beta)**: 6.7 / 8.3 eV
**2S+1**: 3
**HOMO energy (alpha / beta)**: -5.40 / -9.67 eV


Record 3
DFT (ωB97M-V with the def2-TZVPD basis set) results for C4H6AgO7 as an isolated structure.

Geometry (Å):
O1 -0.69118 1.10612 -0.71162
C1 0.12652 0.52482 0.21802
C2 0.84892 -0.70020 -0.33820
O2 1.97419 -0.24056 -1.11048
C3 2.49406 0.82674 -0.58113
O3 1.75667 1.50056 0.17055
O4 3.51929 1.28793 -1.21230
H1 -1.04180 1.94958 -0.39912
H2 0.05935 0.96016 1.21770
H3 0.21867 -1.25742 -1.03785
H4 1.23226 -1.31751 0.47857
H5 3.72235 2.20179 -0.95781
O5 -2.82685 -0.62182 -0.57163
C4 -2.44229 -1.13619 0.57339
O6 -1.35225 -0.76398 1.14579
O7 -3.12479 -2.05565 1.06556
Ag1 -2.35750 -2.20011 2.99620
H6 -2.11563 -0.06428 -0.94564

Forces on the atoms, in the same order (eV/Å):
1.66 -0.76 0.85
-0.51 1.97 -1.00
-0.07 0.04 0.53
0.54 -1.28 0.24
-2.33 2.13 -1.64
0.69 -0.28 0.46
0.83 -0.47 0.29
-0.10 0.17 0.18
0.00 -1.04 -0.27
0.11 0.12 0.33
-0.31 -0.02 -0.17
0.00 -0.04 0.19
-0.13 -0.18 -0.18
2.29 0.85 -0.35
-1.35 -0.50 -0.32
-1.14 -0.52 0.37
0.19 -0.09 0.22
-0.37 -0.09 0.26

Output
**Total charge**: +1
**Frontier orbital gap (alpha / beta)**: 6.3 / 7.8 eV
**2S+1**: 3
**HOMO energy (alpha / beta)**: -10.22 / -15.15 eV


Record 4
DFT (ωB97M-V with the def2-TZVPD basis set) results for C4H6AlFO4 as an isolated structure.

Geometry (Å):
C1 0.56325 -1.39808 -1.53355
O1 0.36683 -0.02057 -1.69411
Al1 0.81687 1.41463 -2.51223
H1 0.40447 -1.68855 -0.48252
H2 -0.14406 -1.96551 -2.15936
H3 1.59040 -1.64004 -1.84575
C2 0.08643 1.02676 -0.37423
O2 -1.20015 0.64607 0.01086
C3 -1.17960 0.06199 1.26706
C4 0.16038 0.50547 1.83956
O3 0.92492 0.77843 0.67592
O4 0.20639 2.10748 -1.02415
F1 -1.22765 -1.31386 1.13126
H4 -2.06521 0.36061 1.83767
H5 0.05209 1.41367 2.44775
H6 0.64464 -0.28850 2.41584

Forces on the atoms, in the same order (eV/Å):
0.46 -1.90 -0.13
0.10 0.10 0.73
0.36 0.98 -1.34
0.10 0.27 -0.44
0.19 0.38 0.26
-0.37 -0.07 0.26
-1.99 -1.98 3.70
0.67 0.79 -0.97
-0.07 -0.43 0.72
-0.49 -0.47 0.76
0.24 0.31 -1.89
0.46 1.66 -0.99
0.11 0.38 -0.02
0.22 -0.02 -0.23
0.12 -0.19 -0.25
-0.10 0.21 -0.15

Output
**Total charge**: +1
**Frontier orbital gap (alpha / beta)**: 9.8 / 8.8 eV
**2S+1**: 2
**HOMO energy (alpha / beta)**: -14.15 / -15.83 eV


What did we get for energy relative to the best compared isomer or geometry (same formula, charge and spin)? Answer: 122.7; 162.7; 56.5; 26.3 kJ/mol, in the order shown.
What did we get for DFT total energy? Answer: -155.915946; -155.735729; -829.262288; -799.023513 Eh, in the order shown.